## A
A 2-piece molecular cluster, C2H6N2 overall, computed with wB97M-V/def2-TZVPD.

Its spin multiplicity is 1. The HOMO-LUMO gap (spin up / spin down) comes out at 10.358 / 7.638 eV. The LUMO energy (spin up / spin down) comes out at 0.1 / -0.2 eV. As for the total charge: 0.

Cartesian coordinates (Å):
1 C -0.882 0.321 -0.053
2 C -0.613 -1.116 -0.180
3 N 1.729 0.730 -0.139
4 N -1.992 0.892 0.104
5 H 1.748 1.828 -0.002
6 H -1.565 -1.693 -0.570
7 H -0.158 -1.547 0.830
8 H 0.123 -1.192 -0.887
9 H 2.082 0.343 0.749
10 H -2.048 1.964 -0.037

Mulliken atomic charge list, values in e, 6 entries:
1. C 0.187
2. C -0.782
3. N -0.514
4. N -0.451
5. H 0.219
6. H 0.270

***

## B
One molecule with the formula C2H6N2, computed with wB97M-V/def2-TZVPD.

Its spin multiplicity is 1. As for the SMILES: [H]/N=C\NC. The HOMO-LUMO gap comes out at 9.948 eV. The LUMO energy comes out at 0.9 eV. As for the total charge: 0.

Cartesian coordinates (Å):
1 H -0.906 -1.402 0.083
2 N -1.502 -0.584 0.007
3 C -0.821 0.488 -0.028
4 N 0.503 0.660 -0.029
5 C 1.407 -0.469 0.011
6 H -1.274 1.464 0.071
7 H 0.855 1.576 0.214
8 H 2.419 -0.123 -0.258
9 H 1.402 -1.038 0.969
10 H 0.984 -1.121 -0.823

Mulliken atomic charge list, values in e, 6 entries:
1. H 0.230
2. N -0.686
3. C 0.129
4. N -0.180
5. C -0.939
6. H 0.324

***

## C
One molecule with the formula C2H6N2, computed with wB97M-V/def2-TZVPD.

Its spin multiplicity is 1. As for the SMILES: [H]/N=C(/C)N. The HOMO-LUMO gap comes out at 10.185 eV. The LUMO energy comes out at 1.0 eV. As for the total charge: 0.

Cartesian coordinates (Å):
1 H -1.477 1.491 -0.003
2 N -0.456 1.337 0.004
3 C -0.074 0.127 -0.025
4 C 1.386 -0.169 -0.005
5 N -0.869 -1.010 0.008
6 H 1.789 0.340 0.864
7 H 1.593 -1.224 0.127
8 H 1.902 0.211 -0.864
9 H -0.517 -1.936 -0.053
10 H -1.891 -0.914 0.023

Mulliken atomic charge list, values in e, 6 entries:
1. H 0.196
2. N -0.649
3. C 0.588
4. C -0.856
5. N -0.404
6. H 0.230

***

## D
A 2-piece molecular cluster, C2H6N2 overall, computed with wB97M-V/def2-TZVPD.

Its spin multiplicity is 1. As for the SMILES: C=N.C=N. The HOMO-LUMO gap comes out at 10.923 eV. The LUMO energy comes out at 1.2 eV. As for the total charge: 0.

Cartesian coordinates (Å):
1 C -0.111 -1.130 2.124
2 N -0.782 -1.603 1.169
3 H -0.263 -0.087 2.404
4 H 0.618 -1.671 2.730
5 H -0.540 -2.575 0.988
6 C -0.007 1.702 -2.042
7 N 0.199 0.672 -1.357
8 H -1.033 2.071 -2.124
9 H 0.759 2.279 -2.570
10 H 1.159 0.342 -1.323

Mulliken atomic charge list, values in e, 6 entries:
1. C -0.276
2. N -0.435
3. H 0.254
4. H 0.228
5. H 0.230
6. C -0.280

***

On energetic grounds, C is preferred over the next structure by 54.0 kJ/mol.